# 1
# C25H19AuCl2F2GeO2

A structure of composition C25H19AuCl2F2GeO2 (ωB97M-V/def2-TZVPD, the Open Molecules 2025 dataset).

Atoms and positions in Å:
Au: -0.29056 -0.09438 -0.04777
Cl: 0.81607 -3.99503 6.04573
C: 0.22318 -3.34327 4.52459
C: -1.16037 -3.35412 4.27077
C: -1.63405 -2.83723 3.10089
Cl: -3.35163 -2.83663 2.81250
C: -0.78352 -2.29952 2.07401
O: -1.27598 -1.83467 0.99815
C: 0.61738 -2.32468 2.37462
C: 1.61318 -1.83327 1.46444
O: 1.44033 -1.43903 0.29243
C: 1.08597 -2.83374 3.60519
H: -1.84750 -3.76297 4.99912
H: 2.64419 -1.80848 1.85187
H: 2.15120 -2.82617 3.80749
C: 1.55006 3.07754 -0.69394
Ge: 1.10944 1.34027 -1.47342
C: 0.28354 1.72649 -3.22222
C: -0.86859 1.07102 -3.65730
C: -1.41954 1.32545 -4.90833
C: -0.82688 2.25788 -5.75055
C: 0.31806 2.92583 -5.33507
C: 0.86649 2.65763 -4.08503
C: 2.84833 0.52380 -1.94670
C: 4.01198 1.16502 -1.60515
C: 5.28719 0.62198 -1.91449
C: 5.38546 -0.56464 -2.57170
C: 4.21407 -1.27777 -2.94396
C: 4.29496 -2.52403 -3.62062
C: 3.16710 -3.21025 -3.96073
C: 1.89532 -2.68327 -3.63280
C: 1.79284 -1.48766 -2.98607
C: 2.94551 -0.73774 -2.62426
H: 2.17315 3.66607 -1.37286
H: 2.07363 2.96233 0.25664
H: 0.61718 3.61363 -0.51281
H: -1.35114 0.34959 -3.00466
H: -2.31440 0.80065 -5.22310
H: -1.25557 2.46348 -6.72451
H: 0.78792 3.65298 -5.98714
H: 1.77166 3.17933 -3.78894
H: 3.97302 2.11516 -1.08467
H: 6.18324 1.16109 -1.62792
H: 6.35503 -0.98529 -2.81709
H: 5.27529 -2.92441 -3.85731
H: 3.24155 -4.16204 -4.47280
H: 0.99980 -3.23629 -3.88709
H: 0.81359 -1.10401 -2.72596
F: -2.43692 1.33020 1.20754
C: -2.05109 0.99892 -0.07935
F: -1.98095 2.20221 -0.75371
H: -2.88937 0.45186 -0.51884

* total charge: -1
* 2S+1: 2
* electronic energy: -121017.82718 eV
* highest occupied orbital energy (spin up / spin down): -2.726 / -5.168 eV
* molecular weight: 729.90 g/mol
* ⟨S²⟩: 0.763
* orbital gap (spin up / spin down): 5.41 / 7.61 eV



# 2
# C25H19CoN5O4Se

A structure of composition C25H19CoN5O4Se (ωB97M-V/def2-TZVPD, the Open Molecules 2025 dataset).

Atoms and positions in Å:
Co: 0.30503 -0.40698 -0.10662
O: 4.17616 0.04155 0.67452
C: 2.87607 0.04325 0.56778
O: 2.26420 -0.79532 -0.07670
C: 2.12648 1.10938 1.28494
C: 2.58049 2.19387 1.98427
C: 1.61668 3.06162 2.52276
C: 0.27395 2.83311 2.31983
C: -0.10708 1.72959 1.55411
N: 0.83223 0.90362 1.10797
C: -1.42701 1.27020 1.07887
O: -2.56790 1.69143 1.56414
O: -1.45852 0.32747 0.26425
H: 4.52571 -0.67337 0.11505
H: 3.64158 2.36569 2.10224
H: 1.93135 3.92883 3.08667
H: -0.46053 3.52071 2.71684
H: -2.45624 2.46837 2.12647
C: -1.41669 -2.08068 -5.33005
C: -1.61829 -3.15974 -4.47734
C: -1.25565 -3.08633 -3.14626
C: -0.67420 -1.91876 -2.62655
C: -0.46821 -0.84453 -3.49095
C: -0.83818 -0.92906 -4.82339
N: -0.32651 -1.84597 -1.25087
N: -0.64276 -2.94360 -0.58564
C: -0.47176 -2.87807 0.73498
C: -0.82447 -3.97595 1.55663
C: -0.68172 -3.87432 2.90938
C: -0.17373 -2.68617 3.47510
C: 0.15506 -1.66128 2.63297
N: 0.01731 -1.73986 1.29842
H: -1.71074 -2.13852 -6.37017
H: -2.06607 -4.07197 -4.85167
H: -1.41910 -3.92618 -2.48963
H: -0.03770 0.07439 -3.13501
H: -0.67205 -0.07471 -5.46743
H: -1.21848 -4.85953 1.07552
H: -0.96330 -4.69923 3.55122
H: -0.04754 -2.57428 4.54200
H: 0.55107 -0.73133 3.02683
Se: -2.18996 2.78013 -1.27108
C: -2.78820 4.28174 -2.26901
C: -3.43435 5.35762 -1.65059
C: -3.87499 6.44619 -2.39165
C: -3.68026 6.48190 -3.76700
C: -3.04159 5.41975 -4.39340
C: -2.59867 4.33148 -3.65369
H: -3.59460 5.32301 -0.58049
H: -4.37669 7.26960 -1.89620
H: -4.02585 7.33024 -4.34615
H: -2.88725 5.44330 -5.46649
H: -2.09475 3.50538 -4.13867
N: 1.18228 1.84378 -1.89943
C: 0.78376 0.90096 -1.36553

* 2S+1: 2
* electronic energy: -144844.54392 eV
* highest occupied orbital energy (spin up / spin down): -5.891 / -5.890 eV
* molecular weight: 591.35 g/mol
* ⟨S²⟩: 0.780
* orbital gap (spin up / spin down): 4.16 / 4.16 eV



# 3
# C25H19FN4O

An isolated molecule of C25H19FN4O (ωB97M-V/def2-TZVPD, the Open Molecules 2025 dataset).

Atoms and positions in Å:
C: 5.35089 -4.24851 -0.28238
N: 4.64732 -2.99491 -0.32522
C: 4.89964 -1.91167 0.50259
O: 5.77891 -1.93752 1.37387
C: 4.04931 -0.70280 0.47792
C: 4.19676 0.31186 1.44545
C: 3.33919 1.39033 1.41575
C: 2.39904 1.55611 0.40318
C: 2.19682 0.52417 -0.53482
C: 1.08568 0.50205 -1.51141
C: 1.30048 -0.02978 -2.88852
C: 0.27460 0.02958 -3.82472
F: 0.45926 -0.46872 -5.05037
C: -1.00884 0.68745 -3.43515
N: -2.04029 0.92475 -4.19517
C: -2.92395 1.68899 -3.39347
C: -2.36185 1.91870 -2.17554
C: -3.06229 2.62166 -1.08699
C: -3.08523 1.86370 0.21841
C: -2.54313 2.45351 1.36684
C: -2.53387 1.81551 2.58989
C: -3.14876 0.58374 2.71216
N: -3.18557 0.02221 3.90128
C: -3.71220 -1.19014 4.07549
C: -4.18604 -1.94581 2.96688
C: -4.20051 -1.36162 1.69689
C: -3.65786 -0.08336 1.55877
C: -3.61520 0.56153 0.33374
N: -1.15351 1.24476 -2.15833
C: -0.15109 1.08977 -1.19708
C: 3.03409 -0.57926 -0.51660
H: 6.45587 -4.07521 -0.43370
H: 4.99618 -4.93742 -1.04875
H: 5.26418 -4.68120 0.71459
H: 3.90194 -2.91925 -1.02542
H: 4.96898 0.28033 2.22600
H: 3.46516 2.10166 2.22489
H: 1.77982 2.45337 0.39789
H: 2.20618 -0.53810 -3.17710
H: -3.89511 2.03317 -3.74287
H: -4.12045 2.75586 -1.36403
H: -2.62801 3.59226 -0.95213
H: -2.17129 3.44414 1.26041
H: -2.17207 2.40603 3.43365
H: -3.73200 -1.68485 5.07335
H: -4.60947 -2.94538 3.08055
H: -4.65515 -1.81016 0.82435
H: -4.00126 0.06839 -0.54733
H: -0.27974 1.49711 -0.18307
H: 2.78445 -1.37705 -1.22462

* SMILES: CNC(=O)c1cccc(-c2cc(F)c3ncc(Cc4ccc5ncccc5c4)n3c2)c1
* electronic energy: -36958.54638 eV
* highest occupied orbital energy: -8.304 eV
* molecular weight: 410.45 g/mol
* orbital gap: 8.14 eV



# 4
# C25H20AlClNO8PS

A structure of composition C25H20AlClNO8PS (ωB97M-V/def2-TZVPD, the Open Molecules 2025 dataset).

Atoms and positions in Å:
Al: 0.53626 0.84635 -2.37261
O: 2.67788 -0.35905 -3.32024
C: 2.27905 -0.06567 -2.19516
C: 3.12088 -0.32447 -0.98148
C: 4.50046 -0.35949 -1.17195
C: 5.35959 -0.47009 -0.09195
C: 4.84226 -0.56161 1.19195
C: 3.47040 -0.55726 1.38989
C: 2.59927 -0.42926 0.31688
P: 0.77396 -0.54036 0.54004
C: 0.70544 -1.99878 1.64482
C: 1.01487 -3.21220 1.02615
C: 1.00647 -4.39953 1.73661
C: 0.66708 -4.39882 3.08271
C: 0.33638 -3.20620 3.70308
C: 0.35495 -2.01415 2.98988
C: 0.31668 0.98742 1.60840
C: -0.40694 3.75522 0.77638
C: 0.68571 4.33290 1.51636
C: 0.92220 3.92420 2.78229
C: 0.52441 2.74356 3.45511
C: 0.29311 1.49671 2.86960
H: 4.88143 -0.27762 -2.18160
H: 6.43029 -0.47793 -0.24794
H: 5.50863 -0.64471 2.04089
H: 3.06958 -0.66282 2.39140
H: 1.28287 -3.22549 -0.02553
H: 1.25847 -5.32666 1.23907
H: 0.65310 -5.32550 3.64074
H: 0.05729 -3.19777 4.74861
H: 0.07503 -1.10723 3.49316
H: 0.21445 2.96505 -1.68483
H: 1.06823 5.26488 1.12461
H: 1.47958 4.62400 3.39713
H: 0.58223 2.75858 4.53259
H: 0.24155 0.68982 3.59014
O: -1.54751 3.90568 0.62841
Cl: 0.19993 2.02082 0.11421
O: -1.20886 1.36564 -0.46058
O: 1.80916 2.16960 -0.03476
O: 0.32653 2.56608 -2.55336
N: -0.67294 -0.39870 -3.25217
C: -2.11586 -0.27808 -2.95367
C: -2.68081 0.98189 -2.91542
C: -4.02994 1.09241 -2.61391
C: -4.76749 -0.04960 -2.35051
C: -4.19149 -1.31093 -2.40113
C: -2.84677 -1.42751 -2.70854
S: -6.46511 0.09224 -1.87513
O: -6.89237 1.41113 -2.30647
O: -6.47789 -0.05430 -0.42258
O: -7.15577 -1.00210 -2.53719
H: -0.55779 -0.32778 -4.26725
H: -0.34664 -1.34014 -3.03139
H: -2.08278 1.86796 -3.08959
H: -4.50855 2.06090 -2.56956
H: -4.79406 -2.18747 -2.20644
H: -2.37613 -2.40381 -2.74815

* electronic energy: -83349.95669 eV
* highest occupied orbital energy (spin up / spin down): -6.799 / -6.772 eV
* molecular weight: 587.91 g/mol
* orbital gap (spin up / spin down): 2.04 / 6.32 eV